Computed, not measured: a structure of composition C38H46BrCl2N8O4PSTa, with wB97M-V/def2-TZVPD.

Geometry (Å):
Ta (-0.4077, -0.3179, -1.4543)
Cl (-0.2484, -5.7172, -5.5211)
C (-0.7614, -4.6405, -4.3000)
C (-0.3186, -3.3223, -4.3181)
C (-0.7201, -2.4525, -3.3197)
N (-0.4752, -1.0601, -3.3524)
C (-1.0186, -0.5179, -4.5238)
O (-1.7046, -1.1443, -5.2885)
C (-0.6616, 0.9040, -4.7606)
C (-0.9334, 1.4510, -6.0122)
C (-0.4526, 2.7162, -6.3104)
C (0.3213, 3.3511, -5.3518)
C (0.5081, 2.7380, -4.1206)
N (0.0097, 1.5464, -3.7977)
C (-1.5634, -2.8814, -2.2719)
C (-2.0289, -4.1921, -2.2694)
C (-1.6468, -5.0649, -3.2865)
Cl (-2.2795, -6.6522, -3.3286)
N (-1.8725, -1.8387, -1.4044)
C (-3.0117, -1.8295, -0.6568)
O (-3.6996, -2.7762, -0.3627)
C (-3.3449, -0.4244, -0.2172)
C (-4.4795, -0.1871, 0.5545)
C (-4.7555, 1.1086, 0.9630)
C (-3.9128, 2.1277, 0.5379)
C (-2.8247, 1.8088, -0.2589)
N (-2.5294, 0.5601, -0.6171)
H (0.3075, -2.9676, -5.1226)
H (-1.4896, 0.8611, -6.7254)
H (-0.6472, 3.1782, -7.2670)
H (0.7707, 4.3103, -5.5497)
H (1.1165, 3.2286, -3.3792)
H (-2.7215, -4.5292, -1.5153)
H (-5.1267, -1.0145, 0.8105)
H (-5.6058, 1.3161, 1.5938)
H (-4.1008, 3.1549, 0.8108)
H (-2.1653, 2.5757, -0.6357)
C (0.9739, 6.0342, -0.7944)
C (1.3980, 4.6182, -0.9277)
C (2.7455, 4.2650, -0.9830)
C (3.1084, 2.9341, -1.1253)
C (2.0864, 2.0069, -1.2074)
Br (2.4455, 0.1287, -1.5177)
N (0.7916, 2.2911, -1.1365)
C (0.4687, 3.5791, -1.0155)
H (1.8376, 6.6923, -0.7598)
H (0.3985, 6.1788, 0.1188)
H (0.3394, 6.3278, -1.6303)
H (3.5015, 5.0313, -0.9275)
H (4.1430, 2.6352, -1.1748)
H (-0.5869, 3.8147, -1.0260)
O (-0.0852, 0.1560, 0.6355)
P (0.3033, 0.0000, 2.1192)
N (-0.2036, 1.3818, 2.8842)
C (0.1077, 1.5717, 4.3118)
C (0.5862, 3.0121, 4.4276)
C (-0.2600, 3.7051, 3.3654)
C (-0.2646, 2.6909, 2.2235)
N (1.9342, -0.2039, 2.2596)
C (2.8517, 0.9360, 2.2133)
C (4.2222, 0.2863, 2.0697)
C (4.0675, -0.9284, 2.9819)
C (2.6479, -1.4128, 2.6816)
N (-0.3979, -1.3739, 2.7451)
C (-0.9139, -1.4048, 4.1208)
C (-1.4675, -2.8213, 4.2570)
C (-1.9867, -3.1621, 2.8498)
C (-1.4091, -2.0673, 1.9412)
H (0.8443, 0.8484, 4.6576)
H (-0.8093, 1.4455, 4.8905)
H (1.6457, 3.1021, 4.1906)
H (0.4242, 3.4160, 5.4217)
H (0.1508, 4.6622, 3.0561)
H (-1.2706, 3.8624, 3.7372)
H (0.6083, 2.8489, 1.5819)
H (-1.1629, 2.7444, 1.6063)
H (2.8150, 1.4979, 3.1526)
H (2.5844, 1.6061, 1.3910)
H (5.0281, 0.9422, 2.3866)
H (4.3986, -0.0169, 1.0376)
H (4.1470, -0.6168, 4.0223)
H (4.8100, -1.6982, 2.7975)
H (2.1715, -1.8699, 3.5483)
H (2.6493, -2.1334, 1.8568)
H (-1.7235, -0.6785, 4.2434)
H (-0.1271, -1.1844, 4.8391)
H (-2.2538, -2.8662, 5.0073)
H (-0.6790, -3.5075, 4.5582)
H (-3.0750, -3.1441, 2.8143)
H (-1.6641, -4.1532, 2.5365)
H (-2.2033, -1.3698, 1.6547)
H (-0.9419, -2.4611, 1.0383)
C (1.8905, -4.2312, -2.1109)
S (1.8842, -3.2099, -0.6119)
C (1.2312, -4.4647, 0.5240)
O (0.6742, -2.2668, -0.8008)
H (2.6721, -4.9810, -2.0247)
H (2.1117, -3.5974, -2.9644)
H (0.9265, -4.7077, -2.2573)
H (1.9744, -5.2484, 0.6422)
H (0.3057, -4.8795, 0.1387)
H (1.0541, -3.9987, 1.4879)

For the highest occupied orbital energy, the calculation gives -15.45 eV. The charge is +3. The calculation puts the LUMO energy at -9.693 eV. The gap between HOMO and LUMO is 0.2117 hartree.

Computed, not measured: a structure of composition C38H46FNO7P4RhSi, with wB97M-V/def2-TZVPD.

Geometry (Å):
Rh (0.5822, 0.7288, 0.2426)
C (-3.2580, 0.6100, 0.7425)
C (-1.9714, 0.9249, 1.4930)
P (-0.6757, -0.5355, 1.8859)
C (-0.2495, 0.1561, 3.5401)
C (1.1011, 0.2663, 3.8732)
C (1.4780, 0.7652, 5.1090)
C (0.5173, 1.1221, 6.0447)
C (-0.8262, 0.9933, 5.7331)
C (-1.2070, 0.5226, 4.4838)
C (0.2263, -2.1474, 2.1388)
C (1.4566, -2.3346, 1.5168)
C (2.1489, -3.5303, 1.6653)
C (1.6201, -4.5516, 2.4373)
C (0.3942, -4.3710, 3.0684)
C (-0.2922, -3.1788, 2.9168)
C (-3.0923, -0.6397, -0.1337)
P (-2.5109, -1.8890, 1.0420)
C (-2.1427, -3.4554, 0.2369)
C (-0.9975, -3.5221, -0.5559)
C (-0.6368, -4.7160, -1.1554)
C (-1.4113, -5.8520, -0.9619)
C (-2.5412, -5.7942, -0.1612)
C (-2.9071, -4.6009, 0.4448)
C (-3.9170, -2.1279, 2.1520)
C (-3.7833, -1.9521, 3.5240)
C (-4.8838, -2.0891, 4.3579)
C (-6.1255, -2.3996, 3.8245)
C (-6.2698, -2.5726, 2.4531)
C (-5.1722, -2.4346, 1.6205)
H (-3.5739, 1.4605, 0.1343)
H (-4.0682, 0.4249, 1.4513)
H (-2.1514, 1.4540, 2.4253)
H (-1.3949, 1.6528, 0.9053)
H (1.8674, -0.0199, 3.1679)
H (2.5291, 0.8672, 5.3449)
H (0.8155, 1.4976, 7.0141)
H (-1.5820, 1.2627, 6.4585)
H (-2.2633, 0.4462, 4.2568)
H (1.8900, -1.5493, 0.9015)
H (3.1018, -3.6597, 1.1695)
H (2.1576, -5.4833, 2.5499)
H (-0.0254, -5.1600, 3.6785)
H (-1.2494, -3.0735, 3.4192)
H (-2.3389, -0.4873, -0.9003)
H (-4.0268, -0.9352, -0.6114)
H (-0.3623, -2.6518, -0.6627)
H (0.2625, -4.7691, -1.7539)
H (-1.1249, -6.7871, -1.4243)
H (-3.1365, -6.6822, 0.0018)
H (-3.7747, -4.5751, 1.0890)
H (-2.8206, -1.7030, 3.9543)
H (-4.7678, -1.9519, 5.4242)
H (-6.9826, -2.5061, 4.4751)
H (-7.2372, -2.8138, 2.0346)
H (-5.2968, -2.5720, 0.5526)
C (4.8837, 3.6414, -0.2168)
C (3.8611, 2.9618, 0.6799)
O (4.0597, 3.4225, 2.0276)
P (2.1750, 3.5285, 0.3179)
O (1.9681, 3.5752, -1.2547)
O (2.1660, 5.0665, 0.6611)
O (1.1047, 2.7548, 1.0193)
P (4.0037, 1.0980, 0.5094)
O (3.9556, 0.6493, 2.0761)
O (5.2804, 0.7179, -0.1052)
O (2.6882, 0.6310, -0.0940)
H (4.8092, 4.7256, -0.1279)
H (4.7457, 3.3581, -1.2584)
H (5.8753, 3.3166, 0.0913)
H (3.8880, 2.6790, 2.6233)
H (1.7037, 2.7167, -1.6202)
H (2.6840, 5.2447, 1.4595)
H (4.8118, 0.2921, 2.3368)
C (-1.5597, 3.7057, -0.6151)
Si (-1.4028, 2.6654, -2.1501)
C (-3.1200, 2.1278, -2.6970)
C (-0.5352, 3.6840, -3.4615)
N (-0.4049, 1.1623, -1.8444)
C (-0.2318, 0.2791, -2.8315)
C (-0.7790, 0.4137, -4.1515)
C (-0.5436, -0.5014, -5.1411)
C (0.2570, -1.6231, -4.9009)
C (0.8051, -1.8240, -3.6400)
C (0.5498, -0.9107, -2.6534)
F (1.0623, -1.1574, -1.4332)
H (-1.7630, 4.7201, -0.9708)
H (-0.6754, 3.7507, 0.0155)
H (-2.4069, 3.4134, 0.0058)
H (-3.8629, 2.7381, -2.1790)
H (-3.3382, 1.0825, -2.4729)
H (-3.2785, 2.2774, -3.7655)
H (-1.2148, 4.4897, -3.7542)
H (-0.2631, 3.1420, -4.3659)
H (0.3619, 4.1597, -3.0672)
H (-1.3924, 1.2735, -4.3702)
H (-0.9744, -0.3548, -6.1218)
H (0.4484, -2.3339, -5.6918)
H (1.4274, -2.6786, -3.4150)

For the highest occupied orbital energy (alpha / beta), the calculation gives -9.87 / -10.59 eV. As for the multiplicity: 5. The charge is +1. The calculation puts the LUMO energy (alpha / beta) at -2.187 / -5.033 eV. The gap between HOMO and LUMO (alpha / beta) is 0.2822 / 0.2042 hartree.

Computed, not measured: a structure of composition C38H46N11OSSeTeTi, with wB97M-V/def2-TZVPD.

Geometry (Å):
Ti (1.2353, 0.2905, 1.5852)
C (7.3564, -0.5395, 1.7497)
C (6.2854, -0.0238, 2.6310)
N (6.4307, 0.8093, 3.6105)
N (5.1680, 0.9883, 4.0930)
C (4.2386, 0.2920, 3.4433)
S (2.5685, 0.3140, 3.7722)
N (4.9527, -0.3760, 2.5009)
N (4.3912, -1.2759, 1.6079)
H (8.3110, -0.1600, 2.1032)
H (7.2046, -0.2109, 0.7201)
H (7.3785, -1.6295, 1.7618)
H (5.0005, 1.6084, 4.8685)
H (4.6474, -2.2212, 1.8683)
H (4.6860, -1.0643, 0.6596)
Se (4.8481, 0.1787, -1.7361)
C (3.4785, 0.1572, -0.6661)
N (2.5993, 0.1348, 0.1204)
C (0.5616, 3.0929, 0.3590)
N (1.4813, 2.5405, 1.4312)
C (2.8783, 2.9698, 1.0454)
N (3.0027, 4.4009, 0.9176)
C (2.0821, 4.8518, -0.1293)
N (0.6972, 4.5216, 0.2102)
C (0.3637, 5.1618, 1.4832)
N (1.2576, 4.7143, 2.5535)
C (1.1460, 3.2838, 2.7064)
C (2.6325, 5.0430, 2.1772)
H (-0.4648, 2.8525, 0.6309)
H (0.7977, 2.5845, -0.5774)
H (3.1269, 2.5079, 0.0950)
H (3.5614, 2.6009, 1.8148)
H (2.3467, 4.3713, -1.0726)
H (2.1746, 5.9313, -0.2473)
H (-0.6668, 4.9187, 1.7486)
H (0.4499, 6.2430, 1.3750)
H (0.1322, 3.0107, 2.9937)
H (1.8318, 2.9410, 3.4792)
H (3.3101, 4.7089, 2.9655)
H (2.7274, 6.1234, 2.0693)
C (1.0116, -4.7032, 1.8443)
C (0.7817, -3.9473, 2.9843)
C (0.9201, -2.5739, 2.9138)
N (1.2617, -1.9456, 1.7832)
C (1.4782, -2.6772, 0.6797)
C (1.3657, -4.0550, 0.6725)
H (0.9036, -5.7795, 1.8656)
H (0.4932, -4.4055, 3.9194)
H (0.7491, -1.9483, 3.7804)
H (1.6910, -2.1302, -0.2271)
H (1.5282, -4.5965, -0.2486)
C (-3.4161, 2.3032, -5.1848)
C (-3.0101, 1.2369, -4.2052)
C (-1.6754, 0.9941, -3.9168)
C (-1.2808, 0.0146, -3.0094)
C (0.1929, -0.2084, -2.8017)
C (-2.2696, -0.7413, -2.3672)
Te (-1.7012, -2.2821, -1.0226)
N (-0.3580, 0.3068, 0.7651)
C (-0.9701, 0.5279, 1.9194)
O (-0.1717, 0.5869, 2.9608)
C (-2.4169, 0.7803, 2.1044)
C (-3.3513, -0.2032, 1.8058)
C (-4.7002, 0.0622, 1.9868)
C (-5.1125, 1.3055, 2.4444)
C (-4.1757, 2.2864, 2.7392)
C (-2.8252, 2.0205, 2.5836)
C (-2.5281, -3.9019, -2.1026)
C (-3.4243, -4.7270, -1.4282)
C (-3.9864, -5.8275, -2.0574)
C (-3.6642, -6.0912, -3.3797)
C (-2.7773, -5.2650, -4.0520)
C (-2.1850, -4.1652, -3.4327)
C (-1.2301, -3.3026, -4.2094)
C (-3.6278, -0.5157, -2.6379)
C (-4.7356, -1.2964, -1.9856)
C (-3.9683, 0.4714, -3.5565)
H (-2.5465, 2.7788, -5.6362)
H (-4.0059, 3.0782, -4.6924)
H (-4.0294, 1.8875, -5.9854)
H (-0.9118, 1.5753, -4.4227)
H (0.7688, 0.5532, -3.3290)
H (0.5024, -1.1861, -3.1827)
H (0.4545, -0.1702, -1.7481)
H (-3.0279, -1.1602, 1.4196)
H (-5.4313, -0.7035, 1.7631)
H (-6.1667, 1.5111, 2.5742)
H (-4.4972, 3.2560, 3.0948)
H (-2.0916, 2.7779, 2.8349)
H (-3.6969, -4.4968, -0.4051)
H (-4.6793, -6.4630, -1.5215)
H (-4.1049, -6.9374, -3.8906)
H (-2.5285, -5.4760, -5.0854)
H (-0.9421, -3.7881, -5.1405)
H (-0.3274, -3.0993, -3.6286)
H (-1.6767, -2.3355, -4.4523)
H (-4.5413, -1.4498, -0.9227)
H (-4.8424, -2.2838, -2.4379)
H (-5.6848, -0.7730, -2.0939)
H (-5.0186, 0.6510, -3.7614)

For the highest occupied orbital energy, the calculation gives -9.56 eV. The charge is +1. The calculation puts the LUMO energy at -3.356 eV. The gap between HOMO and LUMO is 0.2280 hartree.

Calculated relative energy (zero: lowest compared OMol25 entry of this formula, charge and spin) (kJ/mol), listed in the same order as above: 438.1, 18.0, 50.2